No. 1
A 2-piece molecular cluster, C3H10NO overall at a distorted geometry. Source: the Open Molecules 2025 dataset; level of theory: wB97M-V/def2-TZVPD.

Output
Charge   +1
E_HOMO   -15.1 eV
Multiplicity   1
Calculated total energy   -6802.944 eV
LUMO energy   -0.12354 Ha

Each line ends with the Löwdin charge.
Element x y z (Å)
1 O -1.1166 -1.1392 -0.1242  -0.134
2 N 0.4716 0.8832 0.4674  0.155
3 C 1.4109 0.9003 -0.6646  -0.144
4 C -1.6195 -1.9480 0.9522  -0.079
5 C 1.3718 1.9145 -1.5102  0.085
6 H -1.4448 -1.4271 1.8947  0.086
7 H -0.1497 1.7001 0.4300  0.166
8 H -2.6904 -2.0909 0.8248  0.093
9 H 2.1832 2.1645 -2.1741  0.087
10 H -0.5179 -1.5909 -0.7295  0.112
11 H 0.9210 0.8428 1.3787  0.169
12 H 0.5464 2.6158 -1.4348  0.084
13 H 2.0372 0.0259 -0.6950  0.122
14 H -0.2573 0.0779 0.3734  0.102
15 H -1.1459 -2.9290 1.0111  0.097

Forces on atoms 1 to 2 (eV/Å):
O 0.2971 0.5251 0.0134
N -1.7148 -0.2493 -0.4545

No. 2
A 2-piece molecular cluster, C3H10NO overall at a distorted geometry. Source: the Open Molecules 2025 dataset; level of theory: wB97M-V/def2-TZVPD.

Output
Charge   +1
E_HOMO   -16.3 eV
Multiplicity   1
Calculated total energy   -6803.389 eV
LUMO energy   -0.17818 Ha

Each line ends with the Löwdin charge.
Element x y z (Å)
1 O -0.5744 -0.3120 2.9665  -0.041
2 N -0.0415 -0.0710 0.3142  0.055
3 C 0.0583 0.0142 -2.2193  -0.079
4 C 0.1035 -0.8389 -0.9694  -0.143
5 C 0.4151 1.0979 0.4815  0.173
6 H -0.1503 0.2555 3.6185  0.067
7 H 0.7977 0.8178 -2.2131  0.072
8 H -0.9123 0.4262 -2.4958  0.094
9 H 0.3266 -0.5496 -3.1164  0.098
10 H 0.7750 1.5399 -0.4425  0.103
11 H -0.6047 -0.5096 1.0432  0.130
12 H 0.6432 1.6366 1.3912  0.127
13 H -0.7051 -1.5550 -0.9367  0.131
14 H 1.1148 -1.2370 -0.9522  0.138
15 H -1.2460 -0.7149 3.5305  0.075

Forces on atoms 1 to 2 (eV/Å):
O -0.2828 0.0476 0.6319
N -0.6244 0.2200 -0.3715

No. 3
A 2-piece molecular cluster, C3H10NO overall at a distorted geometry. Source: the Open Molecules 2025 dataset; level of theory: wB97M-V/def2-TZVPD.

Output
Charge   +1
E_HOMO   -16.2 eV
Multiplicity   1
Calculated total energy   -6798.394 eV
LUMO energy   -0.34317 Ha

Each line ends with the Löwdin charge.
Element x y z (Å)
1 O 3.1085 0.4997 -0.4773  0.022
2 N -0.0834 -0.1858 0.8498  0.365
3 C 1.2595 -0.0055 0.9071  -0.156
4 C -3.1432 0.0362 -0.1443  -0.047
5 C 1.8427 -0.0245 -0.6149  -0.139
6 H 1.9189 -1.0211 -1.0361  0.148
7 H 1.4937 0.9183 1.4447  0.151
8 H -4.1858 -0.1993 0.0214  0.029
9 H -0.2895 -1.1965 0.7040  0.137
10 H -3.0546 0.3564 -1.1826  0.025
11 H 1.8549 -0.7708 1.4419  0.181
12 H -2.4395 -0.7561 0.0965  -0.024
13 H -2.7727 0.8532 0.4804  0.014
14 H 3.3603 0.8878 -1.3414  0.154
15 H 1.1305 0.6080 -1.1491  0.140

Forces on atoms 1 to 2 (eV/Å):
O -0.3061 0.0570 -0.4181
N 1.4222 -0.6071 -0.1372

No. 4
A 2-piece molecular cluster, C3H10NO overall at a distorted geometry. Source: the Open Molecules 2025 dataset; level of theory: wB97M-V/def2-TZVPD.

Output
Charge   +1
E_HOMO   -14.9 eV
Multiplicity   1
Calculated total energy   -6801.914 eV
LUMO energy   -0.19085 Ha

Each line ends with the Löwdin charge.
Element x y z (Å)
1 O 1.5813 0.9794 -0.0662  -0.140
2 N -1.0311 -0.4363 -0.3898  -0.001
3 C 2.2617 0.8584 1.2631  -0.049
4 C -0.5857 -1.6267 -0.5924  0.147
5 C -2.5194 0.0218 -0.4128  0.050
6 H 3.1998 0.3703 1.0832  0.083
7 H -2.9069 -0.1238 0.6003  0.104
8 H 0.3717 -1.8682 -0.2985  0.081
9 H -1.3862 -2.5255 -0.4596  0.183
10 H -2.4123 1.0779 -0.6307  0.097
11 H 1.6345 0.0833 1.6790  0.067
12 H 2.2841 1.6097 2.0038  0.073
13 H -0.2897 0.3567 -0.4991  0.164
14 H 2.1450 1.3780 -0.6801  0.048
15 H -3.0121 -0.6607 -1.0881  0.094

Forces on atoms 1 to 2 (eV/Å):
O -1.0477 -0.2490 2.6529
N 0.6843 0.9884 -1.8499

No. 5
A 2-piece molecular cluster, C3H10NO overall at a distorted geometry. Source: the Open Molecules 2025 dataset; level of theory: wB97M-V/def2-TZVPD.

Output
Charge   +1
E_HOMO (alpha / beta)   -10.1 / -17.1 eV
Multiplicity   3
Calculated total energy   -6797.138 eV
LUMO energy (alpha / beta)   -0.13052 / -0.23291 Ha

Each line ends with the Löwdin charge.
Element x y z (Å)
1 O 0.4030 -1.9218 -0.9951  -0.028
2 N 0.1910 0.0698 0.7478  -0.087
3 C 0.1164 -0.8665 -1.8177  -0.144
4 C 0.0308 0.8100 -0.4458  -0.041
5 C -0.6065 0.6770 1.8558  -0.005
6 H -0.0862 -0.8712 0.4529  0.136
7 H 1.3320 -1.9237 -1.2221  0.110
8 H -1.6670 0.8981 1.5059  0.123
9 H -0.1642 1.7028 1.9054  0.118
10 H -0.6077 0.1520 2.8105  0.107
11 H -0.9033 -0.7117 -2.2025  0.112
12 H -1.1013 1.2279 -0.5320  0.169
13 H 1.1844 0.0209 1.0849  0.207
14 H 0.9296 1.4658 -0.6742  0.137
15 H 0.9490 -0.7295 -2.4736  0.086

Forces on atoms 1 to 2 (eV/Å):
O -0.1327 0.1901 0.0720
N 0.4117 -1.0333 1.5880

No. 6
A 2-piece molecular cluster, C3H10NO overall at a distorted geometry. Source: the Open Molecules 2025 dataset; level of theory: wB97M-V/def2-TZVPD.

Output
Charge   +2
E_HOMO (alpha / beta)   -20.7 / -22.6 eV
Multiplicity   2
Calculated total energy   -6790.659 eV
LUMO energy (alpha / beta)   -0.31835 / -0.45579 Ha

Each line ends with the Löwdin charge.
Element x y z (Å)
1 O 0.8662 1.1357 0.6036  0.166
2 N -0.2160 -1.7188 -0.9372  0.165
3 C 0.3426 2.2944 0.3414  -0.056
4 C 0.2662 -2.1040 0.4368  0.000
5 C -0.9902 2.4284 -0.0631  0.298
6 H -1.6903 1.6005 -0.0845  0.114
7 H 1.2396 -1.6752 0.6489  0.096
8 H -1.3801 3.4234 -0.2487  0.127
9 H -0.4265 -1.7554 1.1970  0.107
10 H -1.0804 -2.2085 -1.1829  0.183
11 H 0.3236 -3.1885 0.4361  0.117
12 H -0.3589 -0.7143 -1.0089  0.137
13 H 0.4915 -1.9621 -1.6372  0.183
14 H 0.9809 3.1772 0.2958  0.175
15 H 1.6318 1.2671 1.2029  0.190

Forces on atoms 1 to 2 (eV/Å):
O -0.5662 0.6491 0.8623
N 0.4764 0.0634 0.1238

No. 7
C3H10NO2 as an isolated structure at a distorted geometry. Source: the Open Molecules 2025 dataset; level of theory: wB97M-V/def2-TZVPD.

Output
Charge   -1
E_HOMO   -3.8 eV
Multiplicity   1
Calculated total energy   -8853.087 eV
LUMO energy   0.11703 Ha

Each line ends with the Löwdin charge.
Element x y z (Å)
1 O 3.6310 0.7995 -0.2028  -0.412
2 O 1.6330 0.1841 -1.4275  -0.198
3 N -3.2518 0.0482 0.4747  -0.059
4 C 0.9055 -0.2882 -0.3461  -0.378
5 C -1.3678 -0.4541 0.6550  -0.220
6 C -0.4522 0.4109 -0.2045  -0.208
7 H -0.8804 0.5359 -1.1945  0.104
8 H -0.9574 -1.3269 1.1619  0.099
9 H -0.3881 1.3823 0.2882  0.107
10 H -2.0083 0.0266 1.4792  0.074
11 H 2.6182 0.5081 -1.0164  -0.024
12 H -2.2408 -0.7915 -0.0613  0.057
13 H 0.6601 -1.3638 -0.4932  0.097
14 H 4.3690 1.3866 -0.3654  -0.112
15 H 1.5030 -0.2247 0.5748  0.106
16 H -3.7730 -0.8329 0.6780  -0.033

Forces on atoms 1 to 2 (eV/Å):
O 0.1228 -0.2331 0.3648
O 0.0747 0.1190 0.1449

No. 8
A 2-piece molecular cluster, C3H10NO2 overall at a distorted geometry. Source: the Open Molecules 2025 dataset; level of theory: wB97M-V/def2-TZVPD.

Output
Charge   -1
E_HOMO   -2.8 eV
Multiplicity   1
Calculated total energy   -8857.160 eV
LUMO energy   0.15016 Ha

Each line ends with the Löwdin charge.
Element x y z (Å)
1 O 1.2432 -1.0597 2.3386  -0.153
2 O -1.1076 -1.0451 -1.8220  -0.383
3 N -0.1121 0.0711 0.5283  -0.193
4 C -0.4797 0.1719 -1.9495  -0.549
5 C 0.5046 0.4329 -0.7873  -0.248
6 C -0.3258 1.2835 1.2678  -0.168
7 H 0.5333 -0.6714 1.7065  -0.029
8 H -1.2203 1.0756 -2.0568  0.079
9 H 0.8676 1.5232 -0.7565  0.106
10 H 0.6102 1.7857 1.2405  0.054
11 H -0.9984 -0.4675 0.1464  0.147
12 H 1.3718 -0.2963 -1.0697  0.119
13 H -1.0167 1.9788 0.6682  0.098
14 H -0.6759 1.1047 2.2519  0.061
15 H 1.9965 -1.2974 1.8219  -0.018
16 H 0.0372 0.2751 -2.9684  0.077

Forces on atoms 1 to 2 (eV/Å):
O -0.7992 0.0600 1.5302
O 0.5047 1.2516 0.4229

No. 9
A 2-piece molecular cluster, C3H10NO2 overall at a distorted geometry. Source: the Open Molecules 2025 dataset; level of theory: wB97M-V/def2-TZVPD.

Output
Charge   0
E_HOMO (alpha / beta)   -3.5 / -7.3 eV
Multiplicity   2
Calculated total energy   -8854.503 eV
LUMO energy (alpha / beta)   0.00712 / 0.00317 Ha

Each line ends with the Löwdin charge.
Element x y z (Å)
1 O 1.3210 0.1089 -1.9349  -0.040
2 O 1.8331 1.2458 0.8515  -0.208
3 N -0.1000 -0.5235 0.2163  -0.045
4 C 0.6485 1.6924 0.9302  -0.438
5 C -1.1194 -1.5676 0.4800  -0.027
6 C -0.5354 0.8614 0.5012  -0.223
7 H 0.4214 2.7564 1.1135  0.067
8 H 0.6817 -0.6810 0.8618  0.155
9 H 0.2367 -0.5579 -0.7793  0.116
10 H 1.1384 0.5086 -2.8224  0.094
11 H -1.0607 -2.4299 -0.1712  0.090
12 H -1.2332 0.7701 1.3359  0.101
13 H 1.9499 -0.5526 -2.2354  0.063
14 H -1.0221 -1.8699 1.5209  0.096
15 H -2.0951 -1.0765 0.4846  0.089
16 H -1.0647 1.3151 -0.3528  0.110

Forces on atoms 1 to 2 (eV/Å):
O -0.0978 0.2880 -2.2307
O 1.1444 -0.8845 -0.1880

No. 10
A 2-piece molecular cluster, C3H10NO2 overall at a distorted geometry. Source: the Open Molecules 2025 dataset; level of theory: wB97M-V/def2-TZVPD.

Output
Charge   +1
E_HOMO   -16.0 eV
Multiplicity   1
Calculated total energy   -8851.153 eV
LUMO energy   -0.11634 Ha

Each line ends with the Löwdin charge.
Element x y z (Å)
1 O 1.0039 -0.2601 -2.6469  0.043
2 O 0.1471 1.5910 -1.1179  0.115
3 N -1.0081 1.6518 0.8993  0.260
4 C -0.2857 1.0650 -0.0274  -0.353
5 C -0.3404 -0.8618 1.6227  -0.082
6 C 0.0337 -0.3895 0.2678  -0.164
7 H 1.6690 -0.8983 -2.7836  0.084
8 H 1.1197 -0.7340 0.2098  0.171
9 H 0.9870 0.2535 -3.5279  0.168
10 H -0.5612 -0.8382 -0.4013  0.091
11 H -0.0435 -1.8304 1.6801  0.058
12 H 0.6590 0.7508 -1.7663  0.136
13 H -1.4113 2.5482 0.7550  0.143
14 H -1.1040 1.3272 1.8392  0.120
15 H 0.0188 -0.1989 2.3098  0.051
16 H -1.5444 -0.8306 1.7549  0.157

Forces on atoms 1 to 2 (eV/Å):
O -1.6214 2.9547 -2.2355
O -0.0338 -1.5978 -0.3380

No. 11
A 2-piece molecular cluster, C3H10NO2 overall at a distorted geometry. Source: the Open Molecules 2025 dataset; level of theory: wB97M-V/def2-TZVPD.

Output
Charge   +1
E_HOMO   -13.9 eV
Multiplicity   1
Calculated total energy   -8851.521 eV
LUMO energy   -0.13065 Ha

Each line ends with the Löwdin charge.
Element x y z (Å)
1 O -0.8129 -1.4068 1.5355  0.082
2 O 2.3292 0.8369 0.2233  -0.042
3 N 0.3883 0.0972 -1.8216  0.179
4 C -0.9458 0.6092 0.2242  -0.116
5 C -0.9515 -0.2239 1.5271  -0.228
6 C -0.8071 -0.3025 -0.9755  -0.122
7 H -1.0572 0.3667 2.4482  0.136
8 H 3.1777 1.1442 -0.1299  0.079
9 H -0.5886 -1.3270 -0.6917  0.126
10 H 2.5756 0.0527 0.7415  0.083
11 H -1.6174 -0.2579 -1.6805  0.132
12 H 0.2422 1.0297 -2.2227  0.175
13 H 1.2327 0.1752 -1.2354  0.111
14 H -0.0979 1.2817 0.3475  0.106
15 H 0.5276 -0.5176 -2.6180  0.170
16 H -1.8974 1.1343 0.1864  0.129

Forces on atoms 1 to 2 (eV/Å):
O 0.1073 -0.5514 0.0847
O 0.2518 -0.5920 -0.3152

No. 12
C3H10NO2 as an isolated structure at a distorted geometry. Source: the Open Molecules 2025 dataset; level of theory: wB97M-V/def2-TZVPD.

Output
Charge   +1
E_HOMO   -14.8 eV
Multiplicity   1
Calculated total energy   -8849.691 eV
LUMO energy   -0.13954 Ha

Each line ends with the Löwdin charge.
Element x y z (Å)
1 O -0.1586 0.1689 2.9970  0.174
2 O -0.8133 -0.9513 1.0779  0.019
3 N -0.3802 0.2297 -1.0056  -0.158
4 C 0.4686 -0.8254 -1.2901  -0.132
5 C 0.2478 1.6521 -1.3124  0.020
6 C -0.4461 -0.9099 2.3281  -0.170
7 H -1.3536 0.3406 -1.1410  0.143
8 H -0.3031 -1.8514 2.7266  0.138
9 H 1.1223 1.6966 -0.6300  0.088
10 H -0.0847 -1.7674 -1.1035  0.114
11 H 0.2408 -0.0303 3.9028  0.193
12 H 1.5086 -0.6833 -0.8516  0.143
13 H 0.5789 1.6612 -2.4044  0.113
14 H 0.4057 -0.9326 -2.4042  0.115
15 H -0.4112 -0.1624 0.1431  0.079
16 H -0.6218 2.3649 -1.0329  0.121

Forces on atoms 1 to 2 (eV/Å):
O 0.3914 -0.5953 0.5640
O 1.1673 0.3620 5.5187

No. 13
A 3-piece molecular cluster, C3H10NO2 overall at a distorted geometry. Source: the Open Molecules 2025 dataset; level of theory: wB97M-V/def2-TZVPD.

Output
Charge   +1
E_HOMO   -14.5 eV
Multiplicity   1
Calculated total energy   -8850.015 eV
LUMO energy   -0.16906 Ha

Each line ends with the Löwdin charge.
Element x y z (Å)
1 O 1.8361 1.7031 -0.9841  -0.053
2 O -0.4823 -0.9049 -2.0223  -0.066
3 N 0.3967 -0.1173 1.4559  0.058
4 C -1.9945 -0.2824 0.9470  0.103
5 C 1.0480 -0.6942 0.5174  0.174
6 C -0.9868 -0.2464 1.8171  -0.129
7 H -1.8304 -0.6118 -0.0791  0.061
8 H 0.0905 -1.3131 -2.6853  0.062
9 H 1.5953 2.6282 -0.8834  0.052
10 H 2.0095 -0.2283 0.3505  0.108
11 H -2.9445 0.0975 1.2919  0.086
12 H 0.8355 0.7046 1.8614  0.177
13 H 2.3085 1.6683 -1.8254  0.059
14 H -1.2566 -0.6847 -2.5623  0.065
15 H 0.5796 -1.4567 -0.0958  0.112
16 H -1.2044 -0.2620 2.8966  0.132

Forces on atoms 1 to 2 (eV/Å):
O 0.0701 -0.0963 -0.0336
O -0.1557 -0.1027 -0.5690

No. 14
C3H10NO2P as an isolated structure at a distorted geometry. Source: the Open Molecules 2025 dataset; level of theory: wB97M-V/def2-TZVPD.

Output
Charge   0
E_HOMO   -8.2 eV
Multiplicity   1
Calculated total energy   -18145.811 eV
LUMO energy   0.02370 Ha

Each line ends with the Löwdin charge.
Element x y z (Å)
1 P -1.8328 -0.5901 -0.1216  0.721
2 O -3.1548 0.4060 0.3409  -0.354
3 O -1.6173 -0.2249 -1.4953  -0.492
4 N 0.7728 0.9203 -1.5184  0.109
5 C 1.8903 -0.1585 0.3585  -0.052
6 C 0.7300 0.6638 -0.1733  -0.486
7 C -0.3029 0.9471 0.7086  -0.172
8 H -0.0118 -2.6667 1.1878  -0.020
9 H 2.8513 0.4159 0.0681  0.123
10 H 1.7460 -1.1884 0.1084  0.058
11 H 1.5368 0.4268 -2.0737  0.140
12 H 0.1158 -3.4935 1.4922  0.039
13 H -3.5589 0.7921 -0.4372  0.018
14 H -0.8977 1.9030 0.4617  0.104
15 H 1.9260 -0.1639 1.4086  0.049
16 H -0.1742 0.7685 1.8158  0.089
17 H -0.0187 1.2425 -2.1312  0.125

Forces on atoms 1 to 2 (eV/Å):
P -2.0922 0.9248 3.1912
O 0.9995 -1.3010 0.5952

No. 15
A 2-piece molecular cluster, C3H10NO2S overall at a distorted geometry. Source: the Open Molecules 2025 dataset; level of theory: wB97M-V/def2-TZVPD.

Output
Charge   -1
E_HOMO   -3.0 eV
Multiplicity   1
Calculated total energy   -19692.983 eV
LUMO energy   0.12071 Ha

Each line ends with the Löwdin charge.
Element x y z (Å)
1 S -1.2415 1.5152 2.2885  0.630
2 O 0.6301 0.3903 -2.3054  -0.332
3 O -0.5656 -3.5127 -0.1429  -0.084
4 N 0.3264 2.1849 -0.2924  -0.017
5 C -0.3945 0.2829 1.2394  -0.547
6 C 0.5806 0.8279 0.1663  -0.446
7 C 0.6594 -0.2038 -1.1254  -0.489
8 H -0.2687 -0.8412 -0.9715  0.057
9 H -1.0936 -0.4134 0.7866  0.043
10 H 1.1597 2.4151 -0.8251  0.056
11 H 1.6064 -0.7309 -0.9405  0.072
12 H 0.1976 -0.2626 1.9739  0.051
13 H 0.1811 -3.7567 -0.6990  0.028
14 H -0.3968 2.1067 -1.0144  0.062
15 H -0.6420 -2.5540 -0.2605  -0.012
16 H -2.3055 1.7370 1.5068  -0.173
17 H 1.5669 0.8152 0.6158  0.101

Forces on atoms 1 to 2 (eV/Å):
S -0.2192 -0.2403 0.0028
O 0.0269 0.2310 -0.1652

We obtain energy above the lowest of the compared OMol25 structures with the same formula, charge and spin values of 31.5; 21.2; 136.4; 55.3; 19.7; 30.7; 131.6; 37.7; 30.3; 27.4; 18.9; 61.1; 53.6; 94.1; 25.2 kcal per mole for the records listed above, in that order.